Molecular formula: C12H28B6F24Li2O4
Method: DFT, wB97M-V/def2-TZVPD

Results
Kohn-Sham gap ... 7.1229 eV
Max |F| ... 0.109 Eh/bohr
Electronic energy ... -3337.34777 hartree
Lowest unoccupied orbital energy ... 7.7078 eV
Charge ... -4

Last column: Löwdin charge in e.
Geometry (Å):
1 Li -1.1553 1.0973 1.5775  0.71
2 Li 0.0390 -1.9571 -2.1454  0.71
3 B -2.9703 -0.1746 3.1624  -1.49
4 F -2.6190 -0.2260 1.9030  0.19
5 F -4.3665 -0.0882 3.3160  0.07
6 F -2.5267 -1.2343 3.9444  0.14
7 F -2.5332 1.0100 3.6498  0.16
8 B 1.1663 -0.3022 3.3576  -1.37
9 F 2.4418 0.1283 3.7651  0.08
10 F 1.3773 -1.0819 2.2491  0.15
11 F 0.6523 -1.0257 4.3575  0.17
12 F 0.2732 0.7604 3.0857  0.09
13 B -2.1714 -2.1820 -3.3463  -1.59
14 F -2.2589 -3.3520 -3.9664  0.19
15 F -1.9832 -2.3193 -2.0499  0.20
16 F -1.0815 -1.6040 -3.9826  0.10
17 F -3.1798 -1.3720 -3.6408  0.18
18 B 1.2426 -4.2455 -2.8835  -1.52
19 F 0.0294 -4.1257 -2.2126  0.11
20 F 1.6101 -2.9570 -3.0228  0.14
21 F 2.0867 -4.8456 -2.1256  0.25
22 F 1.1556 -4.7686 -4.1652  0.12
23 B 0.1020 3.7568 2.1361  -1.42
24 F 0.7254 2.8049 1.3565  0.13
25 F -0.1421 4.9159 1.4040  0.10
26 F -1.0086 3.3646 2.7013  0.22
27 F 1.1417 4.0450 3.0778  0.06
28 B 0.4549 -0.1529 -0.7718  -1.33
29 F -0.5658 -0.2153 0.1806  0.14
30 F 1.2951 -1.3051 -0.7936  0.08
31 F -0.0233 -0.0773 -2.0566  0.12
32 F 1.3014 0.9107 -0.6251  0.17
33 C -4.4808 2.9481 -0.4474  -0.18
34 C -3.4015 3.3504 -1.3727  -0.18
35 C -2.2788 2.3842 -1.0058  -0.19
36 O -2.5184 2.0113 0.3397  -0.17
37 C -3.9208 1.8388 0.4108  -0.17
38 H -5.3849 2.6071 -0.9518  0.10
39 H -4.7443 3.8263 0.1420  0.11
40 H -2.8861 4.2817 -1.1377  0.11
41 H -3.7750 3.3642 -2.3966  0.11
42 H -1.2958 2.7440 -1.3098  0.13
43 H -2.3503 1.5281 -1.6766  0.13
44 H -4.0890 2.0309 1.4705  0.13
45 H -4.1309 0.7863 0.2206  0.14
46 C -0.6693 -5.0526 0.8837  -0.20
47 C -2.0892 -4.5969 0.7984  -0.16
48 C -2.1101 -3.1056 1.3461  -0.10
49 O -0.8631 -3.0948 2.1415  -0.13
50 C 0.1106 -3.8705 1.4523  -0.20
51 H -0.2056 -5.4543 -0.0173  0.10
52 H -0.5078 -5.8359 1.6242  0.08
53 H -2.7439 -5.3189 1.2865  0.08
54 H -2.3315 -4.6089 -0.2642  0.10
55 H -3.0246 -2.9783 1.9254  0.11
56 H -1.9344 -2.4170 0.5197  0.10
57 H 1.0517 -4.0596 1.9688  0.12
58 H 0.4968 -3.3244 0.5916  0.10
59 C 4.1842 4.3932 -1.7482  -0.10
60 C 2.8298 3.7962 -1.4431  -0.34
61 O 2.2746 4.4729 -0.3542  -0.07
62 H 4.7792 4.4101 -0.8351  0.07
63 H 3.9879 5.3549 -2.2221  0.06
64 H 4.7336 3.6853 -2.3689  0.06
65 H 2.8916 2.7887 -1.0317  0.09
66 H 2.1724 3.8540 -2.3106  0.11
67 H 1.3587 4.1934 -0.2853  0.06
68 C 5.1332 -0.8042 -0.3972  -0.08
69 C 4.7459 0.6589 -0.1853  -0.39
70 O 3.7482 0.7180 0.7117  -0.03
71 H 5.4471 -1.1937 0.5712  0.06
72 H 6.0248 -0.9279 -1.0120  0.05
73 H 4.2710 -1.4478 -0.5717  0.08
74 H 4.4958 1.2179 -1.0870  0.09
75 H 5.5426 1.1640 0.3609  0.10
76 H 2.9463 0.5009 0.2305  0.06

Molecular formula: C5H4MgNSSe2Te2
Method: DFT, wB97M-V/def2-TZVPD

Results
Kohn-Sham gap ... 5.8176 eV
Relative energy (zero: lowest compared OMol25 entry of this formula, charge and spin) ... 5.5 kcal/mol
Max |F| ... 0.021 Eh/bohr
Electronic energy ... -6185.10550 hartree
Lowest unoccupied orbital energy ... 2.5613 eV
Charge ... -1

Last column: Löwdin charge in e.
Geometry (Å):
1 Mg -1.8388 0.4574 0.2949  0.04
2 S -1.5760 -1.5093 -1.2843  0.56
3 C 0.0169 -1.1041 -0.8918  -0.84
4 C 1.1195 -1.8080 -1.4160  -0.11
5 C 2.3847 -1.4264 -1.0561  -0.09
6 C 2.5559 -0.3508 -0.1796  -0.08
7 C 1.4258 0.2865 0.2896  -0.16
8 N 0.1992 -0.0748 -0.0524  -0.09
9 H 0.9340 -2.6310 -2.0889  0.09
10 H 3.2427 -1.9553 -1.4486  0.10
11 H 3.5408 -0.0290 0.1207  0.09
12 H 1.4834 1.1277 0.9720  0.08
13 Se -1.0093 2.4226 1.9174  -0.32
14 Te -2.9769 3.6476 2.8275  -0.01
15 Te -5.1837 2.3975 1.7271  0.00
16 Se -4.3181 0.5496 0.2685  -0.27

Molecular formula: C16H32BBrN2O4
Method: DFT, wB97M-V/def2-TZVPD

Results
Kohn-Sham gap ... 9.3714 eV
Max |F| ... 0.060 Eh/bohr
Structure (SMILES) ... CCN(CCB(CCCCN)CC(=O)Br)C(C)=O.CCOC(C)=O
Electronic energy ... -3638.18763 hartree
Lowest unoccupied orbital energy ... 0.5299 eV
Charge ... 0

Last column: Löwdin charge in e.
Geometry (Å):
1 C 4.1170 -1.4421 2.1199  -0.06
2 C 3.4626 -0.8574 0.8697  -0.22
3 N 3.2761 -1.8095 -0.2521  -0.06
4 C 2.2172 -2.7853 0.0252  -0.16
5 C 0.8635 -2.3631 -0.5959  -0.07
6 B -0.2715 -2.0410 0.4424  -0.28
7 C -0.1880 -0.9799 1.5971  -0.10
8 C -0.7149 0.3900 1.0643  -0.18
9 C 0.3755 1.3947 0.7087  -0.18
10 C 0.9911 1.2825 -0.6893  -0.27
11 N 0.0552 0.7607 -1.6698  0.01
12 C -1.6532 -2.8591 0.3228  -0.12
13 C -2.3436 -2.5710 -0.9738  -0.76
14 O -2.1604 -1.6249 -1.7143  0.03
15 Br -3.7673 -3.8949 -1.4068  0.63
16 C 4.5140 -2.4234 -0.5610  -0.49
17 C 5.4917 -1.5363 -1.2809  0.01
18 O 4.7801 -3.5837 -0.3186  0.08
19 H 5.1933 -1.3595 2.0261  0.08
20 H 3.8646 -2.4814 2.2714  0.07
21 H 3.8301 -0.8544 2.9845  0.08
22 H 2.4894 -0.4372 1.0775  0.07
23 H 4.0684 -0.0294 0.5238  0.10
24 H 2.1193 -2.9764 1.0918  0.11
25 H 2.4958 -3.7332 -0.4069  0.11
26 H 0.5181 -3.1797 -1.2270  0.10
27 H 1.0125 -1.5189 -1.2604  0.10
28 H 0.7828 -0.8876 2.0741  0.08
29 H -0.8772 -1.2986 2.3765  0.09
30 H -1.3675 0.1961 0.2212  0.08
31 H -1.3106 0.8385 1.8480  0.11
32 H 1.1657 1.3394 1.4513  0.10
33 H -0.0654 2.3759 0.7972  0.08
34 H 1.8853 0.6683 -0.6695  0.08
35 H 1.3269 2.2843 -0.9657  0.10
36 H 0.4498 0.7841 -2.5940  0.07
37 H -0.8087 1.2803 -1.6567  0.07
38 H -1.4422 -3.9211 0.3949  0.11
39 H -2.3676 -2.5822 1.0923  0.11
40 H 6.4826 -1.9577 -1.2033  0.08
41 H 5.5183 -0.5369 -0.8677  0.07
42 H 5.2133 -1.4709 -2.3257  0.09
43 C -4.8949 2.6159 -1.8027  -0.06
44 C -4.6179 2.1274 -0.3967  -0.23
45 O -3.2992 2.4696 0.0387  -0.01
46 C -2.9872 3.6504 0.6046  -0.52
47 C -3.9871 4.7819 0.5738  0.02
48 O -1.8876 3.7843 1.0631  0.11
49 H -4.8591 3.7038 -1.8654  0.07
50 H -5.8798 2.2855 -2.1320  0.08
51 H -4.1469 2.2222 -2.4905  0.08
52 H -5.3621 2.4790 0.3190  0.11
53 H -4.6458 1.0394 -0.3712  0.12
54 H -3.7922 5.3928 -0.3063  0.10
55 H -3.8368 5.3896 1.4620  0.09
56 H -5.0256 4.4602 0.5620  0.07

Molecular formula: C37H53FNO2SeSiY
Method: DFT, wB97M-V/def2-TZVPD

Results
Kohn-Sham gap ... 8.0501 eV
Relative energy (zero: lowest compared OMol25 entry of this formula, charge and spin) ... 6.2 kcal/mol
Max |F| ... 0.022 Eh/bohr
Electronic energy ... -4476.25997 hartree
Lowest unoccupied orbital energy ... 0.3760 eV
Charge ... 0

Last column: Löwdin charge in e.
Geometry (Å):
1 Y -0.1108 -0.3145 -0.0462  1.42
2 C 6.1686 3.2516 -2.5830  -0.06
3 C 4.9343 3.5384 -3.4361  -0.56
4 C 4.5821 5.0250 -3.2842  -0.04
5 C 5.2835 3.2506 -4.9009  -0.05
6 C 3.7374 2.6917 -3.0069  -0.17
7 C 3.7863 1.8040 -1.9492  -0.07
8 C 2.6517 1.0887 -1.5818  -0.40
9 Se 2.7569 -0.0245 -0.0188  1.15
10 C 2.4896 1.3135 1.3446  -0.39
11 C 3.5005 2.2315 1.5343  -0.07
12 C 3.3519 3.2619 2.4565  -0.16
13 C 2.1653 3.2948 3.1734  0.02
14 C 1.1147 2.3789 3.0281  -0.08
15 C 1.2841 1.3600 2.0788  -0.33
16 O 0.3496 0.4355 1.8001  -0.31
17 C -0.1181 2.6130 3.9191  -0.53
18 C 0.3211 2.5709 5.3891  -0.05
19 C -0.6857 4.0040 3.6039  -0.05
20 C -1.2677 1.6115 3.7680  -0.06
21 C 4.4686 4.2942 2.6144  -0.55
22 C 4.1517 5.3237 3.6979  -0.07
23 C 4.6538 5.0359 1.2828  -0.04
24 C 5.7757 3.5858 2.9883  -0.05
25 C 1.4411 1.2109 -2.2760  -0.34
26 O 0.3863 0.4862 -1.8762  -0.30
27 C 1.3686 2.1077 -3.3674  -0.08
28 C 2.5197 2.8136 -3.6835  0.03
29 C 0.0761 2.3180 -4.1565  -0.53
30 C 0.2794 3.3472 -5.2671  -0.08
31 C -0.3870 1.0153 -4.8253  -0.04
32 C -1.0175 2.8588 -3.2234  -0.03
33 H 6.9968 3.8784 -2.9174  0.09
34 H 6.4861 2.2104 -2.6642  0.09
35 H 5.9948 3.4740 -1.5285  0.07
36 H 5.4299 5.6461 -3.5818  0.09
37 H 4.3284 5.2635 -2.2498  0.08
38 H 3.7312 5.2995 -3.9082  0.08
39 H 6.1405 3.8540 -5.2071  0.08
40 H 4.4550 3.4910 -5.5664  0.08
41 H 5.5360 2.1993 -5.0463  0.09
42 H 4.7012 1.6593 -1.3910  0.09
43 H 4.4080 2.1526 0.9486  0.10
44 H 2.0328 4.0844 3.8994  0.09
45 H 1.0739 3.3242 5.6191  0.07
46 H 0.7363 1.5937 5.6405  0.09
47 H -0.5382 2.7522 6.0379  0.08
48 H 0.0434 4.7977 3.7692  0.08
49 H -1.5494 4.2060 4.2411  0.09
50 H -1.0113 4.0604 2.5635  0.09
51 H -0.9586 0.5914 3.9818  0.09
52 H -1.6984 1.6282 2.7710  0.07
53 H -2.0488 1.8938 4.4792  0.09
54 H 3.2515 5.8945 3.4645  0.09
55 H 4.9793 6.0304 3.7789  0.09
56 H 4.0163 4.8573 4.6750  0.09
57 H 3.7399 5.5634 1.0050  0.09
58 H 4.8983 4.3502 0.4701  0.06
59 H 5.4634 5.7649 1.3601  0.09
60 H 5.6670 3.0405 3.9268  0.09
61 H 6.5807 4.3143 3.1063  0.08
62 H 6.0839 2.8739 2.2222  0.08
63 H 2.4791 3.5070 -4.5133  0.09
64 H 1.0333 3.0296 -5.9899  0.09
65 H 0.5709 4.3236 -4.8751  0.09
66 H -0.6601 3.4776 -5.8065  0.09
67 H 0.3783 0.6405 -5.5086  0.09
68 H -1.2911 1.2057 -5.4081  0.08
69 H -0.6045 0.2442 -4.0951  0.07
70 H -0.7052 3.8021 -2.7692  0.09
71 H -1.2555 2.1572 -2.4308  0.06
72 H -1.9277 3.0483 -3.7973  0.09
73 C -0.4413 -3.4745 -1.5038  -0.17
74 Si -1.5678 -3.2106 -0.0245  0.35
75 C -0.4815 -3.4746 1.4838  -0.17
76 C -2.9266 -4.4783 -0.0343  -0.18
77 N -1.9980 -1.5478 -0.0410  -0.19
78 C -3.2084 -0.8928 -0.0068  -0.31
79 C -4.4853 -1.4761 0.0099  -0.03
80 C -5.6473 -0.7196 0.0353  -0.09
81 C -5.6106 0.6670 0.0432  -0.10
82 C -4.3710 1.2945 0.0254  -0.02
83 C -3.2527 0.5044 0.0045  -0.20
84 F -2.0124 1.1597 -0.0163  -0.04
85 H -0.0102 -4.4769 -1.5197  0.04
86 H 0.4223 -2.7914 -1.5334  0.01
87 H -0.9818 -3.3086 -2.4375  0.04
88 H -0.0577 -4.4802 1.5162  0.04
89 H -1.0468 -3.3023 2.4016  0.04
90 H 0.3811 -2.7930 1.5327  0.01
91 H -2.4498 -5.4618 -0.0405  0.04
92 H -3.5612 -4.4102 -0.9178  0.04
93 H -3.5590 -4.4209 0.8515  0.03
94 H -4.5639 -2.5523 -0.0002  0.08
95 H -6.6006 -1.2314 0.0471  0.10
96 H -6.5171 1.2535 0.0618  0.10
97 H -4.2553 2.3694 0.0289  0.12

Molecular formula: C4H13N3
Method: DFT, wB97M-V/def2-TZVPD

Results
Kohn-Sham gap ... 9.9957 eV
Relative energy (zero: lowest compared OMol25 entry of this formula, charge and spin) ... 26.6 kcal/mol
Max |F| ... 0.044 Eh/bohr
Structure (SMILES) ... NCCNCCN
Electronic energy ... -324.43248 hartree
Lowest unoccupied orbital energy ... 1.0490 eV
Charge ... 0

Last column: Löwdin charge in e.
Geometry (Å):
1 N 2.9090 -0.2321 -1.1353  -0.01
2 C 2.3944 -0.8466 0.0693  -0.29
3 C 0.8636 -1.0995 -0.0891  -0.22
4 N -0.0115 0.1146 -0.0471  -0.08
5 C -1.1397 -0.1184 0.8326  -0.28
6 C -2.1537 1.0721 0.7890  -0.28
7 N -2.9825 1.0206 -0.4181  -0.02
8 H 3.7316 0.3405 -0.9711  0.07
9 H 2.2579 0.4082 -1.5606  0.06
10 H 2.5996 -0.3457 1.0204  0.10
11 H 2.8897 -1.8145 0.1815  0.10
12 H 0.7311 -1.5851 -1.0872  0.12
13 H 0.5236 -1.8449 0.6468  0.10
14 H 0.5820 0.8726 0.2361  0.09
15 H -0.8621 -0.3236 1.9145  0.11
16 H -1.7462 -1.0929 0.5824  0.14
17 H -1.5892 1.9790 0.8979  0.09
18 H -2.8342 0.9803 1.6470  0.10
19 H -2.5272 1.5390 -1.1652  0.06
20 H -3.0418 0.0731 -0.7822  0.06